Entry 1:
C29H35BrN10O5RuS | ωB97M-V with the def2-TZVPD basis set

Geometry as ORCA input:
```
! RIJCOSX wB97M-V def2-TZVPD def2/J DEFGRID3
* xyz 1 2
Ru -0.421 0.819 0.060
C 0.522 2.026 -6.469
C 0.919 0.948 -5.541
N 1.741 -0.013 -5.810
N 1.778 -0.806 -4.722
C 0.945 -0.366 -3.757
S 0.625 -1.062 -2.278
N 0.407 0.785 -4.271
N -0.399 1.680 -3.584
H 1.064 1.899 -7.401
H 0.746 3.004 -6.051
H -0.548 1.978 -6.673
H 2.371 -1.619 -4.681
H -0.477 1.379 -2.591
H -1.340 1.713 -3.974
C -3.084 -1.629 4.871
N -2.077 -0.839 4.198
C -1.129 -0.182 4.896
C -0.199 0.576 4.281
C -0.239 0.668 2.845
O 0.579 1.359 2.195
N -1.203 -0.007 2.182
C -2.115 -0.782 2.797
O -2.973 -1.438 2.220
H -3.206 -1.276 5.893
H -2.813 -2.687 4.891
H -4.027 -1.523 4.335
H -1.171 -0.298 5.971
H 0.560 1.098 4.834
Br 6.452 2.816 -1.566
C 5.138 1.737 -0.711
C 5.480 0.934 0.365
C 4.500 0.167 0.972
C 3.188 0.227 0.518
C 2.865 1.036 -0.560
C 3.840 1.783 -1.193
C 2.105 -0.635 1.199
O 2.359 -1.132 2.278
O 1.064 -0.786 0.494
H 6.499 0.900 0.720
H 4.744 -0.477 1.804
H 1.827 1.092 -0.912
H 3.611 2.391 -2.054
C 0.216 4.333 2.970
N 0.598 4.225 1.580
C 1.713 4.782 1.086
C 2.037 4.667 -0.231
C 1.212 3.842 -1.041
N 0.184 3.185 -0.513
C -0.212 3.429 0.769
O -1.276 2.995 1.190
N 1.461 3.686 -2.354
H 0.956 4.901 3.525
H 0.137 3.328 3.383
H -0.766 4.799 3.050
H 2.329 5.343 1.775
H 2.900 5.157 -0.646
H 2.111 4.310 -2.800
H 0.791 3.178 -2.917
C -2.786 -1.894 -2.946
N -2.828 -2.544 -1.627
C -4.130 -3.182 -1.391
C -2.434 -1.589 -0.532
C -3.097 -0.234 -0.637
C -4.448 -0.091 -0.323
C -5.082 1.124 -0.504
C -4.369 2.215 -0.973
C -3.003 2.107 -1.184
C -2.340 0.889 -1.015
H -2.937 -2.624 -3.739
H -1.815 -1.413 -3.074
H -3.566 -1.137 -2.990
H -2.113 -3.278 -1.617
H -4.914 -2.434 -1.466
H -4.159 -3.621 -0.396
H -4.315 -3.957 -2.133
H -1.341 -1.463 -0.564
H -2.690 -2.028 0.436
H -4.989 -0.908 0.130
H -6.131 1.223 -0.268
H -4.873 3.156 -1.132
H -2.449 2.989 -1.483
*
```

Summary:
⟨S²⟩ ... 0.9034
Kohn-Sham gap (spin up / spin down) ... 6.474 / 6.915 eV
LUMO (spin up / spin down) ... -4.0743 / -3.6292 eV
Maximum force ... 3.92 eV/Å
Energy above the lowest of the compared OMol25 structures with the same formula, charge and spin ... 220.4 kJ/mol

---

Entry 2:
C29H35CdF5N4P2 | ωB97M-V with the def2-TZVPD basis set

Geometry as ORCA input:
```
! RIJCOSX wB97M-V def2-TZVPD def2/J DEFGRID3
* xyz 0 1
Cd -0.895 2.252 -1.478
C -1.665 1.895 -3.440
C -1.797 0.534 -3.303
C -0.848 -0.460 -3.845
C 0.675 -0.119 -3.759
C 1.165 0.746 -2.665
C 1.016 2.124 -2.510
C 0.706 2.968 -3.754
C -0.656 2.535 -4.380
C 0.575 1.930 2.121
H -2.538 2.544 -3.222
H -2.775 0.106 -3.064
H -1.061 -0.646 -4.913
H -1.012 -1.432 -3.347
H 1.186 -1.101 -3.640
H 0.994 0.293 -4.739
H 2.015 0.308 -2.132
H 1.692 2.551 -1.762
H 1.503 2.965 -4.519
H 0.613 4.015 -3.436
H -1.142 3.437 -4.766
H -0.452 1.871 -5.225
H -0.093 2.796 2.144
H 1.642 2.109 2.103
H 0.217 0.976 2.531
P 1.949 -0.525 1.142
P -1.342 -1.373 1.495
N 3.237 0.479 0.192
N 3.081 -1.784 1.522
N -2.129 0.040 0.665
N -2.798 -2.378 1.490
C 0.968 -1.302 -0.240
C -0.391 -2.006 0.022
C 3.506 1.838 0.423
C 4.472 2.286 -0.456
C 4.851 1.174 -1.271
C 4.075 0.082 -0.857
C 4.033 -1.594 2.544
C 4.722 -2.778 2.727
C 4.226 -3.726 1.776
C 3.234 -3.087 1.033
C -2.088 1.332 1.157
C -2.625 2.220 0.213
C -3.190 1.383 -0.825
C -2.783 0.072 -0.556
C -4.042 -2.372 0.839
C -4.925 -3.202 1.528
C -4.200 -3.756 2.639
C -2.919 -3.253 2.587
H 1.655 -1.997 -0.749
H 0.774 -0.482 -0.947
H -0.993 -1.968 -0.909
H -0.203 -3.066 0.260
H 3.050 2.380 1.232
H 4.857 3.307 -0.481
H 5.603 1.168 -2.048
H 4.086 -0.941 -1.199
H 4.095 -0.639 3.045
H 5.490 -2.949 3.469
H 4.536 -4.749 1.654
H 2.620 -3.444 0.226
H -1.791 1.507 2.179
H -2.848 3.266 0.383
H -3.901 1.686 -1.593
H -2.995 -0.849 -1.085
H -4.238 -1.802 -0.054
H -5.958 -3.371 1.283
H -4.582 -4.441 3.386
H -2.059 -3.402 3.235
F -1.853 -0.712 4.660
C -2.229 0.483 4.162
F -3.528 0.396 3.779
C -1.966 1.637 5.110
F -2.666 1.550 6.277
F -0.640 1.650 5.421
F -2.303 2.811 4.514
*
```

Summary:
Kohn-Sham gap (spin up / spin down) ... 3.937 / 4.146 eV
LUMO (spin up / spin down) ... -1.4730 / -1.0074 eV
Maximum force ... 4.31 eV/Å

---

Entry 3:
C29H35I2N8O3RbS3 | ωB97M-V with the def2-TZVPD basis set

Geometry as ORCA input:
```
! RIJCOSX wB97M-V def2-TZVPD def2/J DEFGRID3
* xyz -2 1
Rb 0.120 -0.353 -1.045
C 2.852 1.263 1.595
C 2.317 0.021 2.318
N 2.142 -1.141 1.461
C 3.324 -1.910 1.115
C 4.282 -1.254 0.113
S 3.527 -0.602 -1.407
C 3.905 1.170 -1.301
C 2.820 2.100 -0.731
N 2.098 1.551 0.399
H 3.893 1.107 1.318
H 2.859 2.095 2.321
H 1.330 0.266 2.716
H 2.979 -0.191 3.181
H 1.456 -1.756 1.877
H 2.967 -2.850 0.687
H 3.926 -2.172 2.009
H 5.001 -2.021 -0.186
H 4.863 -0.459 0.577
H 4.089 1.477 -2.332
H 4.855 1.268 -0.770
H 2.099 2.301 -1.528
H 3.327 3.057 -0.490
H 1.248 2.068 0.593
I -6.569 3.311 -2.755
C -5.116 2.117 -1.839
C -5.358 0.769 -1.651
C -4.398 0.011 -1.014
I -4.754 -2.041 -0.802
C -3.165 0.521 -0.524
O -2.329 -0.202 0.117
C -2.951 1.912 -0.790
C -1.639 2.591 -0.422
N -1.103 2.240 0.900
C -2.039 2.561 1.964
C -1.591 1.959 3.270
C -1.651 2.666 4.469
C -1.255 2.037 5.638
C -0.793 0.730 5.584
C -0.744 0.117 4.342
N -1.134 0.709 3.220
C -3.919 2.676 -1.418
H -6.274 0.311 -1.997
H -1.789 3.675 -0.444
H -0.878 2.387 -1.188
H -1.027 1.222 0.907
H -3.051 2.175 1.757
H -2.127 3.648 2.067
H -2.003 3.689 4.473
H -1.297 2.565 6.584
H -0.469 0.203 6.471
H -0.373 -0.899 4.236
H -3.721 3.728 -1.588
C -3.363 -2.821 2.789
C -2.586 -3.906 2.152
N -2.811 -5.188 2.226
N -1.778 -5.743 1.530
C -0.881 -4.844 1.075
S 0.582 -5.061 0.300
N -1.461 -3.661 1.423
N -0.896 -2.402 1.263
H -4.210 -3.253 3.316
H -3.715 -2.108 2.043
H -2.727 -2.274 3.488
H -1.701 -6.736 1.418
H -0.114 -2.515 0.597
H -1.594 -1.766 0.835
O -0.091 -2.312 -5.300
C 0.447 -1.515 -4.509
O 0.373 -1.525 -3.255
C 1.411 -0.486 -5.116
C 2.242 -0.988 -6.111
C 3.248 -0.236 -6.700
C 3.410 1.082 -6.292
C 2.569 1.607 -5.330
C 1.552 0.863 -4.710
S 0.522 1.694 -3.553
H 2.070 -2.013 -6.417
H 3.890 -0.667 -7.462
H 4.184 1.705 -6.731
H 2.668 2.645 -5.027
*
```

Summary:
Kohn-Sham gap ... 4.306 eV
LUMO ... 3.4004 eV
Maximum force ... 0.69 eV/Å
Energy above the lowest of the compared OMol25 structures with the same formula, charge and spin ... 174.0 kJ/mol

---

Entry 4:
C29H35N3O3P2Ti | ωB97M-V with the def2-TZVPD basis set

Geometry as ORCA input:
```
! RIJCOSX wB97M-V def2-TZVPD def2/J DEFGRID3
* xyz 1 2
Ti 0.168 -0.112 0.522
C 4.120 0.419 -1.246
C 3.827 -0.889 -1.945
C 4.454 -1.196 -3.148
C 4.216 -2.399 -3.798
C 3.337 -3.324 -3.257
C 2.702 -3.042 -2.056
C 2.949 -1.839 -1.398
P 2.178 -1.491 0.205
C 3.523 -1.710 1.411
C 4.371 -2.808 1.235
C 5.395 -3.069 2.128
C 5.590 -2.217 3.205
C 4.776 -1.108 3.369
C 3.735 -0.827 2.485
C 2.926 0.423 2.726
C 0.960 -2.807 0.507
C 1.206 -3.957 1.261
C 0.189 -4.855 1.510
C -1.101 -4.591 1.047
C -1.357 -3.459 0.303
C -0.325 -2.571 -0.038
C -0.551 -1.404 -0.925
H 4.669 1.095 -1.900
H 4.729 0.258 -0.351
H 3.204 0.925 -0.942
H 5.138 -0.476 -3.583
H 4.715 -2.612 -4.737
H 3.143 -4.260 -3.765
H 2.009 -3.759 -1.632
H 4.234 -3.453 0.375
H 6.044 -3.921 1.978
H 6.391 -2.403 3.910
H 4.962 -0.430 4.197
H 3.502 1.132 3.320
H 2.016 0.205 3.284
H 2.658 0.923 1.800
H 2.196 -4.139 1.660
H 0.391 -5.761 2.068
H -1.905 -5.285 1.263
H -2.356 -3.270 -0.070
H -1.580 -1.300 -1.249
H 0.114 -1.396 -1.785
C -1.373 2.714 4.432
C -0.312 1.900 3.740
O -0.527 0.482 3.992
P -0.685 -0.560 2.804
O -2.174 -0.572 2.257
C -3.344 -1.175 2.898
C -3.736 -0.481 4.177
O -0.613 -1.915 3.626
C 0.628 -2.266 4.313
C 0.439 -3.599 4.987
H -1.199 3.774 4.237
H -1.341 2.547 5.508
H -2.367 2.454 4.065
H 0.675 2.139 4.124
H -0.317 2.091 2.668
H -3.119 -2.226 3.063
H -4.125 -1.094 2.150
H -2.941 -0.526 4.921
H -4.614 -0.988 4.584
H -4.000 0.561 3.996
H 0.843 -1.490 5.047
H 1.438 -2.294 3.580
H -0.392 -3.550 5.693
H 1.346 -3.859 5.537
H 0.233 -4.380 4.257
N -0.040 6.159 1.099
C -0.026 5.175 0.496
N -0.025 4.068 -0.239
C 0.148 2.879 -0.082
N 0.332 1.690 0.006
*
```

Summary:
⟨S²⟩ ... 0.7563
Kohn-Sham gap (spin up / spin down) ... 7.926 / 8.391 eV
LUMO (spin up / spin down) ... -3.4331 / -3.2418 eV
Maximum force ... 1.67 eV/Å
Energy above the lowest of the compared OMol25 structures with the same formula, charge and spin ... 9.3 kJ/mol

---

Entry 5:
C29H35O5RhS | ωB97M-V with the def2-TZVPD basis set

Geometry as ORCA input:
```
! RIJCOSX wB97M-V def2-TZVPD def2/J DEFGRID3
* xyz -2 5
C -2.169 -3.575 -0.460
C -2.605 -2.158 -0.927
C -0.637 -3.599 -0.459
C -0.242 -2.516 -1.475
H -0.268 -4.592 -0.730
H -0.261 -3.329 0.539
C -1.344 -1.370 -1.229
H -3.188 -1.708 -0.128
H -3.228 -2.234 -1.820
C -0.999 -0.429 -0.050
H -1.416 -0.796 -2.164
H -0.478 -2.914 -2.479
C 1.157 -2.107 -1.523
C -2.622 -3.944 0.946
C -2.743 -4.711 -1.328
O -2.030 -5.355 -2.073
O -3.110 -3.170 1.758
O -2.421 -5.248 1.199
O -4.055 -5.033 -1.234
C -5.084 -4.212 -0.624
H -4.843 -3.140 -0.615
H -5.278 -4.582 0.389
H -5.956 -4.397 -1.254
C -2.828 -5.718 2.494
H -2.183 -5.299 3.273
H -2.719 -6.800 2.450
H -3.869 -5.448 2.703
O -0.020 0.454 -0.346
H -0.748 -1.041 0.848
H -1.945 0.100 0.225
C 1.700 -1.582 -2.795
C 2.033 -2.261 -0.348
H 2.061 -3.301 0.012
H 1.691 -1.634 0.494
H 3.058 -1.950 -0.587
H 2.321 -0.686 -2.623
H 0.889 -1.332 -3.495
H 2.344 -2.339 -3.280
Rh 0.680 1.830 1.240
C 0.261 4.242 -1.504
C -0.295 3.223 -2.335
C -1.349 2.583 -1.620
H -0.004 2.994 -3.357
C -1.487 3.239 -0.361
C -0.472 4.251 -0.280
H -0.257 4.880 0.582
H 1.070 4.921 -1.785
H -1.962 1.765 -1.999
H -2.229 3.010 0.406
C 1.711 1.957 2.931
C 1.021 3.176 2.671
C -0.370 2.874 2.584
H 1.459 4.174 2.707
C -0.542 1.468 2.769
C 0.751 0.891 2.979
H 0.989 -0.170 3.063
H 2.780 1.845 3.082
H -1.166 3.616 2.503
H -1.490 0.937 2.815
S 2.634 2.203 -0.515
C 3.635 3.562 -0.203
C 3.117 4.731 0.387
C 3.901 5.864 0.567
C 5.226 5.891 0.137
C 5.772 4.731 -0.424
C 5.010 3.572 -0.572
H 2.075 4.751 0.687
H 3.473 6.742 1.045
H 5.827 6.796 0.238
H 6.815 4.748 -0.742
H 5.448 2.656 -0.978
*
```

Summary:
⟨S²⟩ ... 6.0313
Kohn-Sham gap (spin up / spin down) ... 1.715 / 4.340 eV
LUMO (spin up / spin down) ... 3.8512 / 3.8125 eV
Maximum force ... 9.13 eV/Å

---

Entry 6:
C29H36BaCl2N5O3 | ωB97M-V with the def2-TZVPD basis set

Geometry as ORCA input:
```
! RIJCOSX wB97M-V def2-TZVPD def2/J DEFGRID3
* xyz -1 1
Ba -0.459 -0.088 -0.544
C 3.144 1.311 -1.229
N 2.328 0.260 -1.834
C 2.189 0.486 -3.276
C 0.933 1.255 -3.688
C 0.677 2.625 -3.063
N 0.137 2.538 -1.708
C 0.520 3.394 -0.858
C 0.042 3.419 0.549
C -0.283 4.829 1.128
C 0.720 5.411 2.068
C 1.652 4.609 2.610
C 1.797 3.206 2.324
C 1.052 2.576 1.356
O 1.126 1.362 0.989
C 2.965 -1.022 -1.514
C 2.232 -2.261 -2.036
C 1.939 -3.296 -0.949
N 0.686 -2.996 -0.269
C -0.133 -3.967 -0.185
C -1.453 -4.024 0.432
C -2.087 -5.275 0.403
C -3.321 -5.501 0.970
C -3.964 -4.429 1.598
C -3.379 -3.187 1.643
C -2.109 -2.922 1.060
O -1.596 -1.742 1.123
H 4.179 1.263 -1.607
H 3.138 1.204 -0.146
H 2.748 2.295 -1.462
H 2.135 -0.481 -3.777
H 3.089 0.993 -3.665
H 0.061 0.621 -3.506
H 0.987 1.386 -4.773
H -0.088 3.121 -3.667
H 1.576 3.258 -3.090
H 1.279 4.150 -1.115
H -0.528 5.522 0.316
H 0.679 6.467 2.310
H 2.358 5.043 3.313
H 2.539 2.626 2.857
H 3.022 -1.063 -0.421
H 4.008 -1.018 -1.877
H 2.819 -2.734 -2.826
H 1.266 -1.982 -2.474
H 2.744 -3.293 -0.205
H 1.907 -4.303 -1.389
H 0.162 -4.938 -0.617
H -1.569 -6.093 -0.089
H -3.780 -6.480 0.928
H -4.937 -4.575 2.055
H -3.884 -2.352 2.116
C -1.732 -2.550 -3.927
C -1.235 -1.553 -2.863
O -2.066 -0.647 -2.639
H -2.061 -2.006 -4.820
H -2.602 -3.078 -3.522
H -0.969 -3.282 -4.200
Cl 1.521 -1.398 2.836
C 0.501 -2.809 3.091
Cl 0.901 -3.671 4.599
H 0.643 -3.493 2.266
H -0.528 -2.483 3.146
N -2.155 0.285 2.970
C -1.851 1.506 2.466
C -1.671 2.572 3.479
C -1.551 3.846 3.134
C -1.612 4.248 1.700
C -1.455 3.030 0.759
N -1.777 1.697 1.193
H -1.941 0.132 3.940
H -2.095 -0.528 2.341
H -1.639 2.266 4.518
H -1.412 4.614 3.885
H -2.497 4.873 1.538
H -1.978 3.218 -0.182
*
```

Summary:
Kohn-Sham gap ... 5.899 eV
LUMO ... 2.3779 eV
Maximum force ... 0.64 eV/Å
Energy above the lowest of the compared OMol25 structures with the same formula, charge and spin ... 143.0 kJ/mol